Below is a 6-piece molecular cluster, C26H41BrN3O15 overall at a distorted geometry, with properties calculated with the ωB97M-V functional and the def2-TZVPD basis.

```
86
C26H41BrN3O15 | the Open Molecules 2025 dataset | the ωB97M-V functional and the def2-TZVPD basis
C -0.03468 -2.75627 3.65489
C 1.20584 -2.50996 2.80743
C 1.04844 -1.76396 1.53392
N 2.03222 -1.16444 0.86956
C 3.47852 -1.02850 1.15635
C 3.76344 0.11540 2.11122
C 4.12328 -2.34343 1.57144
C 3.73103 -3.55134 0.70187
N 1.59871 -0.61608 -0.28430
C 0.33223 -0.88756 -0.33581
N -0.05535 -1.57946 0.76257
C -1.43282 -2.01394 1.00516
C -2.20829 -1.03044 1.89310
C -3.32336 -1.70971 2.65104
Br -4.55673 -2.61049 1.43431
H -0.64252 -3.55831 3.26390
H -0.61292 -1.87236 3.85114
H 0.31018 -3.09398 4.62379
H 1.67583 -3.46128 2.58766
H 1.91132 -1.94165 3.39888
H 3.93323 -0.76277 0.21344
H 3.26937 0.99942 1.72710
H 3.48823 -0.11366 3.13204
H 4.82840 0.29946 2.05845
H 5.19680 -2.22735 1.53055
H 3.89387 -2.56214 2.60826
H 4.59575 -3.97822 0.21535
H 3.29133 -4.34589 1.29411
H 3.03261 -3.29934 -0.08869
H -0.39753 -0.63554 -1.08153
H -1.92390 -2.03908 0.04342
H -1.46003 -3.03179 1.36134
H -2.68796 -0.32145 1.22511
H -1.56169 -0.47466 2.56056
H -2.95985 -2.48417 3.30686
H -3.90337 -0.97698 3.18872
C 0.30771 2.88718 4.11799
C 0.85794 1.96180 3.05553
O 1.01926 0.72603 3.76679
C 0.17652 0.75058 4.83151
O -0.03133 -0.20436 5.51076
O -0.37819 1.96495 4.98610
H -0.37890 3.63165 3.72652
H 1.09031 3.38692 4.68919
H 0.15622 1.80808 2.23209
H 1.80856 2.29925 2.65562
C -2.11795 1.95482 -4.52866
C -2.16509 0.71855 -3.66329
O -1.51232 1.17195 -2.46570
C -1.64072 2.52892 -2.40082
O -1.34971 3.17224 -1.44737
O -2.12247 3.01614 -3.55853
H -2.96942 2.04418 -5.19620
H -1.20361 2.01502 -5.11047
H -3.18168 0.40647 -3.41854
H -1.62854 -0.12043 -4.10074
C -3.49800 0.80798 7.26940
C -3.39468 -0.05363 6.03004
O -4.66046 0.16183 5.39382
C -5.14363 1.36428 5.82342
O -6.08302 1.91044 5.35746
O -4.39365 1.83857 6.84521
H -2.54621 1.23351 7.57570
H -3.94289 0.27663 8.11207
H -2.59926 0.28124 5.35853
H -3.25390 -1.10876 6.25338
C -0.10356 3.61419 -8.37695
C 0.38597 2.66271 -9.44780
O 0.42838 1.41249 -8.74279
C -0.42371 1.48286 -7.70779
O -0.73913 0.55186 -7.02985
O -0.87337 2.74312 -7.53124
H -0.72526 4.41657 -8.76297
H 0.71058 4.04067 -7.78984
H -0.31266 2.56989 -10.27976
H 1.36938 2.91606 -9.83240
C 1.52992 -0.96759 -4.05288
C 1.64782 0.38663 -4.71594
O 3.06413 0.58767 -4.74772
C 3.66743 -0.62765 -4.69815
O 4.82314 -0.81701 -4.86222
O 2.75551 -1.59883 -4.41934
H 0.67971 -1.54541 -4.40974
H 1.48743 -0.89457 -2.96226
H 1.26395 0.38464 -5.73415
H 1.16392 1.18159 -4.15027
```

Properties
lowest unoccupied orbital energy: -0.0836 hartree
charge: +1
HOMO level: -12.79 eV
maximum force: 1.0 eV/Å
Kohn-Sham gap: 10.51 eV
total energy: -132847.476 eV